#1
ORCA calculation (ωB97M-V with the def2-TZVPD basis set) on the molecule C4H7N3.

Last column: Löwdin charge in e.
Atoms and positions in Å:
N  -1.660  0.357  -0.977  -0.0417
C  -1.114  -0.144  0.363  -0.3187
C  0.355  -0.111  0.628  -0.3294
C  1.116  1.256  0.224  -0.1602
N  2.051  0.949  -0.491  0.0118
N  2.309  -0.601  -0.599  0.1217
C  1.110  -1.013  -0.185  -0.2048
H  -0.714  0.041  -1.707  0.1723
H  -2.567  0.032  -1.234  0.0248
H  -1.425  -1.226  0.526  0.1180
H  -1.680  0.607  1.003  0.1197
H  0.285  -0.397  1.854  0.2178
H  0.738  2.322  0.598  0.1590
H  1.197  -2.073  -0.003  0.1097

Results
SMILES string ... NCC1C=NN=C1
Spin multiplicity ... 1
Lowest unoccupied orbital energy ... 0.0 eV
Orbital gap ... 9.420 eV

#2
ORCA calculation (ωB97M-V with the def2-TZVPD basis set) on a cluster of 2 separate species, C4H7N3 in total.

Last column: Löwdin charge in e.
Atoms and positions in Å:
H  1.618  -1.490  -0.952  0.0581
N  0.602  -1.518  -0.939  0.1046
C  0.082  -1.514  0.215  -0.2962
C  -1.326  -1.648  0.374  -0.2469
N  -2.440  -1.842  0.565  0.1710
H  0.625  -1.508  1.170  0.1243
C  -0.852  1.057  0.636  -0.0570
C  0.418  1.267  0.284  -0.3297
N  0.845  1.427  -1.005  0.0541
H  -1.150  1.010  1.667  0.0606
H  -1.635  1.006  -0.101  0.0653
H  1.200  1.353  1.030  0.1133
H  1.816  1.252  -1.218  0.0863
H  0.197  1.148  -1.725  0.0920

Results
SMILES string ... [H]/N=C/C#N.C=CN
Spin multiplicity ... 1
Lowest unoccupied orbital energy ... 0.4 eV
Orbital gap ... 9.003 eV

Least stable = #1

#1
ORCA calculation (ωB97M-V with the def2-TZVPD basis set) on a cluster of 2 separate species, C4H7N3 in total.

Last column: Löwdin charge in e.
Atoms and positions in Å:
H  1.111  -1.884  3.319  0.0523
N  0.603  -1.017  3.602  -0.0354
N  0.969  -0.003  3.062  -0.0402
H  1.811  0.032  2.522  0.0336
C  -0.703  -0.574  -2.302  -0.0903
C  -1.220  0.314  -1.204  -0.1128
C  -0.508  1.055  -0.297  -0.1404
C  0.829  1.319  -0.353  -0.2975
N  1.919  1.703  -0.371  0.1557
H  0.390  -0.369  -2.451  0.0902
H  -0.653  -1.570  -1.955  0.0563
H  -1.321  -0.678  -3.238  0.0954
H  -2.299  0.244  -1.006  0.1054
H  -0.929  1.429  0.671  0.1277

Results
SMILES string ... [H]/N=N\[H].C/C=C\C#N
Spin multiplicity ... 1
Lowest unoccupied orbital energy ... 0.3 eV
Orbital gap ... 9.457 eV

#2
ORCA calculation (ωB97M-V with the def2-TZVPD basis set) on the molecule C4H7N3.

Last column: Löwdin charge in e.
Atoms and positions in Å:
C  2.228  1.072  -0.223  -0.0517
C  1.043  0.307  0.264  -0.3504
C  0.122  -0.388  -0.472  -0.0425
N  -0.884  -0.650  0.393  -0.2062
C  -2.260  -0.893  0.013  -0.0252
N  -0.595  -0.166  1.608  0.0198
N  0.573  0.392  1.543  0.0398
H  2.779  1.497  0.618  0.0745
H  2.902  0.461  -0.831  0.0741
H  1.877  1.902  -0.848  0.0775
H  0.082  -0.689  -1.508  0.1267
H  -2.873  -0.784  0.906  0.0869
H  -2.391  -1.882  -0.428  0.0864
H  -2.546  -0.128  -0.715  0.0903

Results
SMILES string ... Cc1cn(C)nn1
Spin multiplicity ... 1
Lowest unoccupied orbital energy ... 0.9 eV
Orbital gap ... 10.203 eV

Least stable = #1

#1
ORCA calculation (ωB97M-V with the def2-TZVPD basis set) on the molecule C4H9NO.

Last column: Löwdin charge in e.
Atoms and positions in Å:
C  -2.656  -0.296  0.047  -0.0708
C  -1.150  -0.389  -0.113  -0.2685
O  -0.576  0.792  0.422  -0.0758
C  0.759  0.960  0.291  -0.1728
N  1.616  0.071  -0.134  -0.0920
C  3.014  0.042  -0.106  -0.1219
H  -2.929  -0.190  1.101  0.0800
H  -3.052  0.566  -0.499  0.0803
H  -3.133  -1.200  -0.344  0.0790
H  -0.754  -1.263  0.423  0.1194
H  -0.864  -0.487  -1.169  0.1254
H  1.099  1.927  0.650  0.1430
H  3.416  -0.530  -0.937  0.0195
H  1.676  -0.925  0.135  0.1398
H  3.534  0.922  0.233  0.0154

Results
Spin multiplicity ... 1
Lowest unoccupied orbital energy (alpha / beta) ... 0.9 / 0.9 eV
Orbital gap (alpha / beta) ... 7.269 / 7.283 eV

#2
ORCA calculation (ωB97M-V with the def2-TZVPD basis set) on the molecule C4H9NO.

Last column: Löwdin charge in e.
Atoms and positions in Å:
C  -0.582  -1.333  0.481  -0.0779
C  -0.331  0.050  -0.135  -0.3535
C  -1.377  1.059  0.334  -0.0777
C  1.081  0.557  0.185  -0.5222
N  2.083  -0.335  -0.073  0.1563
O  1.309  1.662  0.645  0.0522
H  -0.354  -1.327  1.552  0.0905
H  0.023  -2.118  0.017  0.0655
H  -1.634  -1.616  0.362  0.0798
H  -0.379  -0.045  -1.230  0.1420
H  -1.161  2.066  -0.031  0.0796
H  -2.377  0.768  -0.009  0.0787
H  -1.389  1.101  1.428  0.0874
H  1.913  -1.211  -0.536  0.0906
H  3.035  -0.028  0.047  0.1088

Results
SMILES string ... CC(C)C(N)=O
Spin multiplicity ... 1
Lowest unoccupied orbital energy ... 0.9 eV
Orbital gap ... 10.599 eV

Least stable = #1

#1
ORCA calculation (ωB97M-V with the def2-TZVPD basis set) on the molecule C4H9NO.

Last column: Löwdin charge in e.
Atoms and positions in Å:
C  0.872  0.649  1.452  -0.1337
C  0.053  1.111  0.186  -0.1434
C  -1.245  0.098  -0.741  -0.0945
N  -0.859  -1.292  -0.786  -0.0206
C  0.477  -1.423  -0.972  -0.3842
O  1.137  -0.519  -1.433  -0.0019
H  1.157  1.529  2.064  0.0675
H  0.296  0.006  2.120  0.0555
H  1.835  0.143  1.261  0.0646
H  0.830  1.537  -0.486  0.0824
H  -0.584  1.931  0.482  0.0542
H  -1.173  0.522  -1.748  0.0871
H  -2.358  0.054  -0.560  0.1084
H  -1.351  -1.984  -0.234  0.1280
H  0.913  -2.361  -0.605  0.1307

Results
SMILES string ... CCCNC=O
Spin multiplicity ... 1
Lowest unoccupied orbital energy ... 0.9 eV
Orbital gap ... 10.355 eV

#2
ORCA calculation (ωB97M-V with the def2-TZVPD basis set) on a cluster of 2 separate species, C4H9NO in total.

Last column: Löwdin charge in e.
Atoms and positions in Å:
C  0.094  -0.703  1.261  -0.1180
C  0.815  0.498  0.769  -0.3630
N  1.232  0.331  -0.639  0.0257
C  0.013  1.086  -0.321  -0.3187
C  -1.205  0.253  -0.508  0.0471
O  -0.691  -1.445  -1.245  -0.0302
H  -0.519  -0.476  2.141  0.0451
H  -0.560  -1.732  -0.296  0.0588
H  0.779  -1.519  1.493  0.0332
H  1.453  1.160  1.362  0.1309
H  1.971  0.983  -0.879  0.0987
H  -0.009  2.136  -0.614  0.1396
H  -1.740  0.392  -1.438  0.0865
H  -1.875  0.205  0.343  0.0881
H  0.242  -1.169  -1.432  0.0761

Results
Spin multiplicity ... 1
Lowest unoccupied orbital energy (alpha / beta) ... 0.5 / 0.5 eV
Orbital gap (alpha / beta) ... 7.721 / 7.722 eV

#3
ORCA calculation (ωB97M-V with the def2-TZVPD basis set) on the molecule C4H9NO.

Last column: Löwdin charge in e.
Atoms and positions in Å:
C  -0.906  -0.947  1.364  -0.0819
C  -0.206  -0.974  0.006  -0.2137
N  0.384  0.310  -0.361  -0.1666
C  -0.113  1.012  -1.525  -0.0618
C  1.425  0.786  0.367  -0.3378
O  1.922  0.220  1.323  0.0135
H  -1.533  -1.836  1.489  0.0723
H  -1.544  -0.061  1.452  0.0780
H  -0.166  -0.920  2.166  0.0669
H  -0.916  -1.236  -0.786  0.1133
H  0.582  -1.736  0.010  0.1227
H  -1.180  1.244  -1.425  0.0904
H  0.031  0.420  -2.438  0.0901
H  0.433  1.953  -1.641  0.0823
H  1.788  1.767  0.000  0.1324

Results
SMILES string ... CCN(C)C=O
Spin multiplicity ... 1
Lowest unoccupied orbital energy ... 0.9 eV
Orbital gap ... 10.222 eV

Least stable = #2

#1
ORCA calculation (ωB97M-V with the def2-TZVPD basis set) on a structure of composition C4H9NO.

Last column: Löwdin charge in e.
Atoms and positions in Å:
C  -1.866  -0.040  0.201  -0.1126
N  -0.674  -0.304  -0.471  -0.2707
C  0.392  -1.166  0.050  -0.0931
C  1.416  -0.112  -0.472  -0.3338
O  2.425  0.327  0.384  -0.0294
C  0.174  0.807  -0.578  -0.1512
H  -2.343  -0.966  0.573  0.0870
H  -1.360  0.926  1.036  0.1089
H  -2.569  0.542  -0.407  0.0760
H  0.387  -2.158  -0.410  0.1127
H  0.408  -1.250  1.148  0.1247
H  1.918  -0.438  -1.397  0.1487
H  1.975  0.857  1.056  0.0857
H  -0.286  1.416  0.643  0.1369
H  0.003  1.559  -1.357  0.1101

Results
Spin multiplicity ... 1
Lowest unoccupied orbital energy ... 1.1 eV
Orbital gap ... 10.310 eV

#2
ORCA calculation (ωB97M-V with the def2-TZVPD basis set) on the molecule C4H9NO.

Last column: Löwdin charge in e.
Atoms and positions in Å:
H  -0.636  1.587  -1.569  0.0515
N  -1.099  0.924  -0.972  0.1277
C  -0.334  0.406  -0.103  -0.4593
C  1.156  0.711  0.065  -0.1663
C  2.136  -0.469  0.043  -0.1005
O  -0.910  -0.464  0.753  -0.0715
C  -2.301  -0.716  0.426  -0.0760
H  1.320  1.295  0.981  0.1171
H  1.401  1.379  -0.770  0.1049
H  2.025  -1.068  -0.867  0.0769
H  3.166  -0.088  0.063  0.0728
H  2.001  -1.125  0.908  0.0725
H  -2.341  -1.440  -0.396  0.0921
H  -2.732  -1.096  1.348  0.0832
H  -2.858  0.164  0.081  0.0747

Results
SMILES string ... [H]/N=C(\CC)OC
Spin multiplicity ... 1
Lowest unoccupied orbital energy ... 1.0 eV
Orbital gap ... 10.942 eV

Least stable = #1